The following is a quantum chemistry calculation of a molecular structure, C19H31ClIrN2S in a non-equilibrium geometry, from the OMol25 dataset.

## Properties
- multiplicity = 6
- total charge = +2
- LUMO level (alpha / beta) (eV) = -6.9597 / -10.0808
- orbital gap (alpha / beta) (eV) = 5.835 / 4.277
- energy relative to the best compared isomer or geometry (same formula, charge and spin) (kcal/mol) = 0.0

Geometry as XYZ:
```
55
C19H31ClIrN2S (the ωB97M-V functional and the def2-TZVPD basis)
C -1.19 -6.23 -2.10
C -0.92 -7.17 -0.92
C -2.64 -6.37 -2.56
C -0.23 -6.53 -3.25
Cl -0.93 -4.53 -1.56
H -2.82 -7.40 -2.90
H -2.85 -5.71 -3.40
H -3.34 -6.16 -1.75
H -1.08 -8.21 -1.23
H -1.59 -6.96 -0.09
H 0.12 -7.07 -0.58
H -0.38 -7.57 -3.59
H 0.81 -6.43 -2.94
H -0.41 -5.87 -4.10
C -1.29 1.03 2.06
C -2.24 0.77 1.02
C -2.14 -0.63 0.70
H -2.95 1.49 0.62
C -1.07 -1.18 1.49
C -0.61 -0.18 2.36
H 0.15 -0.31 3.13
H -1.14 1.98 2.55
H -2.90 -1.19 0.18
H -0.76 -2.22 1.49
C 1.41 1.07 -1.90
C 0.49 2.14 -1.68
C -0.84 1.61 -1.86
H 0.74 3.16 -1.48
C -0.71 0.21 -2.20
C 0.70 -0.11 -2.15
H 1.13 -1.09 -2.37
H 2.48 1.16 -1.85
H -1.76 2.18 -1.82
H -1.48 -0.36 -2.71
Ir -0.50 0.52 -0.10
C 3.11 3.64 -0.15
N 1.96 4.17 0.58
C 2.02 5.61 0.82
C 1.31 3.34 1.40
S 1.49 1.57 1.14
N 0.73 3.70 2.56
C -0.10 4.88 2.82
C 1.11 2.95 3.77
H 4.03 4.04 0.30
H 3.07 3.92 -1.20
H 3.12 2.54 -0.06
H 1.13 6.13 0.45
H 2.17 5.83 1.89
H 2.89 5.98 0.27
H -0.98 4.58 3.42
H 0.48 5.59 3.43
H -0.46 5.38 1.91
H 0.23 2.62 4.33
H 1.70 2.08 3.44
H 1.74 3.61 4.38
```

The following is a quantum chemistry calculation of C3H5N in the gas phase in a non-equilibrium geometry, from the OMol25 dataset.

## Properties
- multiplicity = 3
- LUMO level (alpha / beta) (eV) = 1.1871 / -2.5409
- orbital gap (alpha / beta) (eV) = 6.984 / 7.630
- energy relative to the best compared isomer or geometry (same formula, charge and spin) (kcal/mol) = 25.4

Geometry as XYZ:
```
9
C3H5N (the ωB97M-V functional and the def2-TZVPD basis)
C -0.48 -0.08 -0.23
C -1.70 0.00 0.32
C 1.71 0.07 -0.06
N 0.63 -0.08 0.62
H -0.46 -0.06 -1.22
H -2.53 0.14 -0.24
H -1.76 -0.06 1.35
H 1.97 -0.09 -1.18
H 2.63 0.16 0.63
```

The following is a quantum chemistry calculation of 2 unconnected molecules or ions with the total composition C39H68N2O4 in a non-equilibrium geometry, from the OMol25 dataset.

## Properties
- LUMO level (eV) = -0.3013
- orbital gap (eV) = 8.393
- structure (SMILES) = CCCCCCCCCCCCCCCc1c(CCC)cc2c(c1C)C(=O)C=C(NCCCC)C2=O.COCCNCCOC

Geometry as XYZ:
```
113
C39H68N2O4 (the ωB97M-V functional and the def2-TZVPD basis)
C 11.52 -0.53 3.20
C 11.40 0.13 1.82
C 9.98 0.53 1.47
C 9.70 1.99 1.79
C 8.20 2.30 1.88
C 7.64 2.98 0.62
C 6.19 3.45 0.85
C 5.13 2.47 0.31
C 3.82 3.22 0.12
C 2.71 2.37 -0.52
C 1.34 2.94 -0.11
C 0.36 3.06 -1.29
C -0.29 1.71 -1.67
C -1.82 1.75 -1.40
C -2.67 1.06 -2.50
C -3.93 0.45 -1.93
C -5.06 1.25 -1.89
C -5.00 2.66 -2.43
C -6.29 3.45 -2.29
C -6.61 3.81 -0.84
C -6.22 0.76 -1.36
C -6.23 -0.49 -0.85
C -5.13 -1.29 -0.85
C -3.95 -0.84 -1.40
C -2.78 -1.78 -1.41
C -5.29 -2.62 -0.22
O -4.75 -3.62 -0.63
C -6.18 -2.63 0.95
C -7.25 -1.84 0.97
N -8.14 -1.75 2.04
C -8.56 -0.35 2.29
C -9.12 -0.17 3.69
C -9.16 1.33 4.01
C -10.44 1.77 4.74
C -7.48 -1.00 -0.24
O -8.57 -0.79 -0.70
H 11.87 -1.55 3.09
H 12.26 -0.01 3.80
H 10.56 -0.55 3.69
H 12.08 0.97 1.73
H 11.72 -0.60 1.08
H 9.27 -0.11 1.98
H 9.81 0.40 0.41
H 10.15 2.63 1.04
H 10.13 2.20 2.76
H 8.02 2.98 2.70
H 7.64 1.38 2.02
H 8.25 3.82 0.31
H 7.66 2.24 -0.17
H 6.03 4.44 0.46
H 6.05 3.46 1.92
H 5.43 2.02 -0.63
H 4.94 1.72 1.07
H 3.43 3.48 1.10
H 3.97 4.12 -0.47
H 2.80 1.34 -0.22
H 2.78 2.41 -1.61
H 0.89 2.27 0.63
H 1.46 3.93 0.30
H -0.40 3.75 -0.97
H 0.89 3.44 -2.15
H 0.12 0.88 -1.12
H -0.14 1.49 -2.72
H -2.04 1.30 -0.44
H -2.12 2.79 -1.39
H -2.08 0.25 -2.91
H -2.87 1.78 -3.27
H -4.26 3.17 -1.83
H -4.65 2.61 -3.46
H -7.10 2.92 -2.77
H -6.14 4.37 -2.83
H -7.64 3.55 -0.62
H -6.49 4.87 -0.65
H -5.97 3.30 -0.14
H -7.11 1.35 -1.32
H -1.84 -1.28 -1.55
H -2.90 -2.41 -2.29
H -2.79 -2.45 -0.57
H -5.93 -3.27 1.78
H -7.58 -2.03 2.84
H -9.35 -0.13 1.59
H -7.74 0.36 2.19
H -8.48 -0.69 4.39
H -10.12 -0.57 3.76
H -8.26 1.63 4.53
H -9.14 1.85 3.06
H -10.93 0.97 5.27
H -10.19 2.58 5.41
H -11.11 2.22 4.02
C 5.12 -5.09 -2.44
O 3.88 -5.61 -2.86
C 3.26 -6.49 -1.93
C 2.04 -5.85 -1.30
N 2.40 -4.77 -0.39
C 1.26 -3.95 0.01
C 0.50 -3.21 -1.09
O 1.22 -2.17 -1.70
C 2.13 -2.56 -2.71
H 5.59 -4.62 -3.30
H 5.01 -4.33 -1.65
H 5.78 -5.89 -2.07
H 3.97 -6.83 -1.17
H 2.93 -7.36 -2.50
H 1.49 -6.62 -0.75
H 1.40 -5.51 -2.13
H 3.08 -4.17 -0.84
H 1.63 -3.20 0.71
H 0.56 -4.58 0.57
H -0.36 -2.73 -0.61
H 0.09 -3.89 -1.84
H 1.77 -3.42 -3.27
H 3.12 -2.76 -2.31
H 2.23 -1.72 -3.40
```

The following is a quantum chemistry calculation of 2 unconnected molecules or ions with the total composition C4H12 in a non-equilibrium geometry, from the OMol25 dataset.

## Properties
- LUMO level (eV) = 1.0984
- orbital gap (eV) = 12.711
- energy relative to the best compared isomer or geometry (same formula, charge and spin) (kcal/mol) = 5.0
- structure (SMILES) = CC.CC

Geometry as XYZ:
```
16
C4H12 (the ωB97M-V functional and the def2-TZVPD basis)
C 1.08 -2.61 1.37
C 0.47 -1.55 0.48
H 1.70 -3.27 0.76
H 1.72 -2.18 2.14
H 0.32 -3.26 1.79
H -0.21 -0.83 0.94
H 0.12 -1.94 -0.47
H 1.27 -0.86 0.15
C -0.74 1.44 -1.36
C -0.90 2.68 -0.46
H 0.25 1.44 -1.83
H -0.81 0.57 -0.72
H -1.50 1.45 -2.13
H -1.67 2.50 0.29
H -1.11 3.57 -1.05
H 0.02 2.84 0.10
```

| no. | E (Eh) |
| --- | --- |
| 1 | -1813.9405 |
| 2 | -171.8523 |
| 3 | -1937.2034 |
| 4 | -159.5770 |